Record 1
Molecular formula: C5H8N2
Method: DFT, ωB97M-V/def2-TZVPD

Output
total charge = 0
gap between HOMO and LUMO (spin up / spin down) = 6.86 / 6.71 eV
strongest force on any atom = 0.8 eV/A
E = -8292.226 eV
energy relative to the best compared isomer or geometry (same formula, charge and spin) = 267.3 kJ/mol

Geometry as XYZ:
```
15
Properties=species:S:1:pos:R:3:mulliken_charge:R:1
C -1.47 -1.61 1.09 -0.56
N -0.69 -0.58 0.74 0.13
C -0.57 0.67 1.20 -0.64
C 0.32 1.43 0.34 -0.38
C 0.74 0.66 -0.68 0.24
N 1.80 0.86 -1.58 -0.55
C 0.08 -0.70 -0.52 -0.67
H -0.71 -0.95 -1.23 0.41
H -1.42 -2.51 0.50 0.25
H -2.01 -1.57 2.02 0.24
H -1.19 1.02 2.00 0.38
H 0.61 2.46 0.53 0.35
H 2.12 1.83 -1.58 0.25
H 1.59 0.59 -2.53 0.23
H 0.81 -1.51 -0.46 0.31
```

---

Record 2
Molecular formula: C5H8N2
Method: DFT, ωB97M-V/def2-TZVPD

Output
total charge = 0
gap between HOMO and LUMO = 9.26 eV
strongest force on any atom = 1.1 eV/A
E = -8294.131 eV
energy relative to the best compared isomer or geometry (same formula, charge and spin) = 83.5 kJ/mol
structure (SMILES) = N#CCC/C=C/N

Geometry as XYZ:
```
15
Properties=species:S:1:pos:R:3:mulliken_charge:R:1
N 2.42 -0.53 -0.89 -0.59
C 1.08 -0.48 -0.49 -0.04
C -0.55 0.22 1.89 0.25
N 0.22 0.52 2.70 -0.44
C 0.14 0.31 -1.01 -0.43
C -1.27 0.45 -0.50 -0.41
C -1.53 -0.18 0.87 -0.61
H 3.04 -0.81 -0.14 0.25
H 2.74 0.35 -1.29 0.23
H 0.85 -1.18 0.31 0.30
H 0.41 0.97 -1.84 0.25
H -1.51 1.52 -0.44 0.29
H -2.00 0.02 -1.21 0.31
H -1.52 -1.28 0.81 0.29
H -2.52 0.10 1.24 0.35
```

---

Record 3
Molecular formula: C5H8N2
Method: DFT, ωB97M-V/def2-TZVPD

Output
total charge = 0
gap between HOMO and LUMO = 8.85 eV
strongest force on any atom = 4.7 eV/A
E = -8290.766 eV
energy relative to the best compared isomer or geometry (same formula, charge and spin) = 408.1 kJ/mol

Geometry as XYZ:
```
15
Properties=species:S:1:pos:R:3:mulliken_charge:R:1
C 1.96 -1.24 0.06 0.33
C 1.60 0.85 1.40 -0.65
C 1.42 -0.05 0.43 0.18
C -1.95 -0.49 -0.11 -0.71
C -0.02 0.44 -1.23 -0.78
N 2.27 -2.27 -0.41 -0.53
N -1.30 0.61 -0.78 -0.13
H 0.98 1.80 1.52 0.21
H 2.26 0.60 2.25 0.26
H -2.87 -0.81 -0.63 0.30
H -1.33 -1.46 0.08 0.22
H -2.29 -0.25 1.02 0.25
H 0.43 1.40 -1.74 0.29
H 0.28 -0.55 -1.56 0.50
H -1.44 1.44 -0.29 0.27
```